#w
{
  "formula": "C3H10S2",
  "method": "ωB97M-V/def2-TZVPD",
  "mol_weight_da": 110.25,
  "smiles": "CSC.CS",
  "multiplicity": 1,
  "symbols": ["C", "S", "C", "H", "H", "H", "H", "H", "H", "C", "S", "H", "H", "H", "H"],
  "coordinates": [[-0.656, 1.401, -0.246], [-1.650, 0.143, -1.065], [-2.852, -0.201, 0.258], [-0.841, 1.390, 0.819], [-0.778, 2.449, -0.545], [0.399, 1.234, -0.445], [-2.573, 0.268, 1.198], [-3.754, 0.325, 0.025], [-3.054, -1.266, 0.303], [3.043, -0.983, -0.342], [1.409, -1.433, 0.234], [3.107, 0.083, -0.603], [2.991, -1.343, -1.351], [3.858, -1.226, 0.328], [1.353, -0.840, 1.431]],
  "mulliken_charge": [-0.663, -0.061, -0.802, 0.242, 0.338, 0.110, 0.253, 0.316, 0.274, -0.770, -0.185, 0.266, 0.281, 0.297, 0.103]
}



#x
{
  "formula": "C3H10S2",
  "method": "ωB97M-V/def2-TZVPD",
  "mol_weight_da": 110.25,
  "smiles": "CSC.CS",
  "multiplicity": 1,
  "symbols": ["C", "S", "C", "H", "H", "H", "H", "H", "H", "C", "S", "H", "H", "H", "H"],
  "coordinates": [[-1.148, 1.582, -0.378], [-1.364, -0.044, -1.122], [-2.058, -0.900, 0.324], [-0.489, 1.441, 0.485], [-2.084, 1.906, 0.072], [-0.702, 2.347, -1.013], [-1.394, -1.717, 0.585], [-2.036, -0.254, 1.193], [-3.062, -1.257, 0.096], [2.310, -0.660, 0.441], [2.654, 0.491, -0.918], [2.755, -0.162, 1.301], [1.249, -0.825, 0.603], [2.834, -1.599, 0.282], [2.535, -0.349, -1.953]],
  "mulliken_charge": [-0.866, -0.073, -0.833, 0.248, 0.359, 0.307, 0.271, 0.272, 0.323, -0.516, -0.200, 0.241, 0.044, 0.316, 0.108]
}



Stability summary: most stable #x, least stable #w.



#w
{
  "formula": "C3H8BrN3O2",
  "method": "ωB97M-V/def2-TZVPD",
  "mol_weight_da": 198.02,
  "smiles": "NCC(Br)(CN)[N+](=O)[O-]",
  "multiplicity": 1,
  "symbols": ["N", "C", "C", "Br", "C", "N", "N", "O", "O", "H", "H", "H", "H", "H", "H", "H", "H"],
  "coordinates": [[1.764, 0.621, 0.281], [1.320, -0.667, 0.454], [-0.186, -0.855, 0.065], [-0.382, -2.645, -0.584], [-0.721, 0.174, -1.060], [-0.743, 1.535, -0.517], [-1.190, -0.714, 1.177], [-2.141, -1.501, 1.326], [-1.198, 0.280, 1.903], [1.622, 1.013, -0.699], [1.299, 1.207, 0.985], [1.654, -1.005, 1.400], [1.888, -1.385, -0.182], [0.004, -0.074, -1.766], [-1.787, -0.037, -1.392], [0.158, 1.890, -0.306], [-1.359, 2.163, -1.085]],
  "mulliken_charge": [-0.693, -1.002, 0.589, -0.066, -0.947, -0.369, 0.938, -0.579, -0.541, 0.316, 0.358, 0.386, 0.426, 0.375, 0.437, 0.144, 0.227]
}



#x
{
  "formula": "C3H8BrN3O2",
  "method": "ωB97M-V/def2-TZVPD",
  "mol_weight_da": 198.02,
  "multiplicity": 1,
  "symbols": ["C", "C", "C", "N", "N", "N", "O", "O", "Br", "H", "H", "H", "H", "H", "H", "H", "H"],
  "coordinates": [[0.165, 0.769, -1.693], [-0.911, -0.032, 1.009], [-0.062, -0.535, -0.190], [0.811, 1.966, -1.358], [-1.162, -1.052, 2.025], [1.352, -0.784, 0.242], [1.917, -1.818, 0.036], [1.931, 0.131, 0.762], [-0.806, -2.178, -0.810], [0.592, 0.269, -2.517], [-0.970, 0.884, -1.849], [-0.625, 0.949, 1.558], [-1.949, 0.255, 0.604], [0.317, 2.564, -0.772], [1.751, 1.879, -0.965], [-0.354, -1.703, 2.087], [-1.998, -1.566, 1.832]],
  "mulliken_charge": [-0.588, -0.581, 0.030, -0.449, -0.578, 1.047, -0.598, -0.625, -0.032, 0.404, 0.308, 0.271, 0.295, 0.267, 0.273, 0.274, 0.281]
}



Stability summary: most stable #w, least stable #x.



#w
{
  "formula": "H3O2",
  "method": "ωB97M-V/def2-TZVPD",
  "mol_weight_da": 35.02,
  "total_charge": -1,
  "multiplicity": 1,
  "symbols": ["O", "H", "O", "H", "H"],
  "coordinates": [[-0.729, -0.783, -0.666], [-0.053, -1.310, -0.998], [0.640, 0.869, 0.600], [0.906, 0.583, 1.439], [-0.148, 0.041, 0.093]],
  "mulliken_charge": [-0.925, 0.204, -0.909, 0.201, 0.429]
}



#x
{
  "formula": "H3O2",
  "method": "ωB97M-V/def2-TZVPD",
  "mol_weight_da": 35.02,
  "total_charge": -1,
  "multiplicity": 1,
  "symbols": ["O", "H", "H", "O", "H"],
  "coordinates": [[1.266, 0.944, 0.931], [1.035, 0.864, -0.018], [0.361, 0.626, 1.114], [-1.083, -1.363, -0.624], [-1.579, -1.071, -1.404]],
  "mulliken_charge": [-0.713, 0.342, 0.340, -1.099, 0.130]
}



Stability summary: most stable #w, least stable #x.



#w
{
  "formula": "C12H14N2",
  "method": "ωB97M-V/def2-TZVPD",
  "mol_weight_da": 186.26,
  "smiles": "Cn1c2c(c3ccccc31)CCNC2",
  "multiplicity": 1,
  "symbols": ["C", "N", "C", "C", "C", "C", "C", "C", "C", "C", "C", "C", "N", "C", "H", "H", "H", "H", "H", "H", "H", "H", "H", "H", "H", "H", "H", "H"],
  "coordinates": [[-0.219, 2.759, -0.038], [-0.222, 1.305, 0.025], [0.852, 0.471, 0.023], [0.499, -0.848, -0.007], [-0.950, -0.857, -0.011], [-1.963, -1.864, -0.101], [-3.321, -1.477, -0.069], [-3.657, -0.102, 0.087], [-2.666, 0.914, 0.137], [-1.334, 0.530, 0.101], [1.520, -1.906, -0.040], [2.849, -1.315, 0.445], [3.179, -0.064, -0.260], [2.216, 0.992, -0.018], [-0.876, 3.124, -0.894], [-0.584, 3.211, 0.915], [0.813, 3.188, -0.122], [-1.718, -2.930, -0.341], [-4.025, -2.334, -0.144], [-4.678, 0.254, 0.090], [-2.949, 1.970, 0.129], [1.712, -2.262, -1.039], [1.225, -2.777, 0.607], [3.675, -1.970, 0.230], [2.785, -0.991, 1.493], [3.068, -0.292, -1.265], [2.354, 1.694, -0.841], [2.417, 1.576, 0.908]],
  "mulliken_charge": [-1.038, 0.022, 0.798, 0.924, -0.085, -0.300, -0.627, -0.597, -0.446, -0.189, -0.616, -0.712, -0.439, -1.495, 0.300, 0.338, 0.373, 0.342, 0.336, 0.372, 0.358, 0.268, 0.318, 0.344, 0.341, 0.294, 0.500, 0.316]
}



#x
{
  "formula": "C12H14N2",
  "method": "ωB97M-V/def2-TZVPD",
  "mol_weight_da": 186.26,
  "smiles": "Cn1c2c(c3ccccc31)CCNC2",
  "multiplicity": 1,
  "symbols": ["C", "N", "C", "C", "C", "C", "C", "C", "C", "C", "C", "C", "N", "C", "H", "H", "H", "H", "H", "H", "H", "H", "H", "H", "H", "H", "H", "H"],
  "coordinates": [[1.321, 0.765, 2.309], [0.756, 0.372, 1.001], [-0.200, -0.553, 0.830], [-0.535, -0.529, -0.421], [0.089, 0.554, -1.076], [0.088, 1.178, -2.333], [1.052, 2.155, -2.505], [1.835, 2.695, -1.497], [1.731, 2.141, -0.286], [0.941, 1.065, -0.110], [-1.596, -1.404, -1.026], [-2.221, -2.318, 0.062], [-1.325, -2.777, 1.082], [-0.733, -1.615, 1.790], [2.359, 0.290, 2.259], [1.444, 1.901, 2.387], [0.652, 0.391, 3.322], [-0.455, 0.804, -3.168], [1.248, 2.590, -3.463], [2.307, 3.656, -1.634], [2.254, 2.523, 0.639], [-1.137, -2.016, -1.879], [-2.337, -0.685, -1.469], [-2.619, -3.140, -0.615], [-3.048, -1.684, 0.487], [-0.466, -3.219, 0.554], [0.148, -1.932, 2.388], [-1.553, -1.208, 2.373]],
  "mulliken_charge": [-1.071, 0.084, 0.673, 0.807, 0.028, -0.896, -0.414, -0.807, -0.439, 0.368, -0.661, -0.760, -0.412, -1.176, 0.382, 0.325, 0.278, 0.448, 0.362, 0.364, 0.117, 0.307, 0.361, 0.354, 0.267, 0.320, 0.476, 0.315]
}



Stability summary: most stable #w, least stable #x.



#w
{
  "formula": "H3IO3P",
  "method": "ωB97M-V/def2-TZVPD",
  "mol_weight_da": 208.90,
  "total_charge": 1,
  "multiplicity": 1,
  "symbols": ["O", "O", "O", "P", "I", "H", "H", "H"],
  "coordinates": [[-0.013, -1.066, 1.211], [0.352, -0.629, -1.189], [0.418, 1.717, 0.181], [-0.331, -0.063, 0.080], [-2.679, 0.274, 0.103], [0.619, -1.796, 0.848], [0.472, -0.068, -1.928], [1.162, 1.633, 0.694]],
  "mulliken_charge": [-0.399, -0.398, -0.477, 0.829, 0.319, 0.422, 0.378, 0.325]
}



#x
{
  "formula": "H3IO3P",
  "method": "ωB97M-V/def2-TZVPD",
  "mol_weight_da": 208.90,
  "total_charge": 1,
  "multiplicity": 1,
  "symbols": ["O", "O", "O", "P", "I", "H", "H", "H"],
  "coordinates": [[-0.076, -1.169, 1.007], [0.395, -0.788, -1.331], [0.777, 1.421, 0.101], [-0.247, -0.206, -0.091], [-2.615, 0.053, -0.014], [0.498, -1.373, 1.684], [0.751, -0.120, -2.086], [0.516, 2.182, 0.730]],
  "mulliken_charge": [-0.303, -0.425, -0.560, 0.832, 0.283, 0.364, 0.451, 0.357]
}



#y
{
  "formula": "H3IO3P",
  "method": "ωB97M-V/def2-TZVPD",
  "mol_weight_da": 208.90,
  "total_charge": 1,
  "multiplicity": 1,
  "symbols": ["O", "O", "O", "P", "I", "H", "H", "H"],
  "coordinates": [[-0.473, 0.937, -1.432], [-0.246, 1.079, 1.266], [0.041, -1.579, 0.305], [-0.898, 0.386, -0.029], [-3.212, -0.165, 0.025], [0.365, 1.363, -1.414], [-0.155, 0.472, 1.913], [0.344, -1.938, -0.445]],
  "mulliken_charge": [-0.325, -0.336, -0.567, 0.835, 0.366, 0.369, 0.359, 0.300]
}



Stability summary: most stable #w, least stable #y.



#w
{
  "formula": "C4H13N4O",
  "method": "ωB97M-V/def2-TZVPD",
  "mol_weight_da": 133.18,
  "total_charge": 1,
  "multiplicity": 1,
  "symbols": ["C", "C", "N", "N", "N", "H", "H", "H", "H", "H", "H", "H", "H", "C", "C", "O", "N", "H", "H", "H", "H", "H"],
  "coordinates": [[1.546, -0.765, 1.239], [-0.753, -1.424, 1.142], [-0.979, -1.790, -0.253], [0.419, -1.422, 1.885], [-1.960, -1.318, 1.739], [-0.139, -2.396, -0.628], [-1.140, -0.977, -0.834], [0.283, -1.223, 2.869], [-1.909, -0.859, 2.557], [-2.817, -1.532, 1.282], [1.629, 0.344, 1.265], [1.379, -1.108, 0.137], [2.494, -1.066, 1.727], [-0.841, 1.987, -2.112], [0.480, 1.605, -1.270], [0.511, 0.682, -0.422], [1.537, 2.254, -1.703], [2.385, 1.765, -1.606], [1.701, 3.096, -2.313], [-0.751, 2.006, -3.152], [-1.348, 2.823, -1.759], [-1.573, 1.188, -1.840]],
  "mulliken_charge": [-0.612, 0.599, -0.542, -0.198, -0.334, 0.362, 0.246, 0.282, 0.186, 0.267, 0.246, 0.243, 0.292, -1.101, 0.580, -0.569, -0.367, 0.222, 0.241, 0.383, 0.351, 0.224]
}



#x
{
  "formula": "C4H13N4O",
  "method": "ωB97M-V/def2-TZVPD",
  "mol_weight_da": 133.18,
  "total_charge": 1,
  "multiplicity": 1,
  "symbols": ["C", "C", "O", "N", "H", "H", "H", "H", "H", "C", "C", "N", "N", "N", "H", "H", "H", "H", "H", "H", "H", "H"],
  "coordinates": [[-0.022, 2.269, -1.820], [-0.880, 1.599, -0.821], [-0.606, 1.223, 0.316], [-2.011, 1.106, -1.422], [-0.844, 2.886, -2.166], [0.356, 1.601, -2.615], [-2.519, 0.436, -0.834], [-2.525, 1.290, -2.256], [0.778, 2.959, -1.703], [0.313, -2.646, 0.101], [0.754, -0.575, 1.337], [1.096, -1.451, 0.352], [-0.051, -0.951, 2.329], [1.474, 0.538, 1.346], [1.624, -1.044, -0.406], [-0.137, -1.988, 2.400], [-0.264, -0.374, 3.128], [1.470, 1.149, 2.159], [1.711, 1.035, 0.514], [0.782, -3.264, -0.657], [-0.726, -2.555, -0.308], [0.225, -3.243, 1.025]],
  "mulliken_charge": [-1.139, 0.726, -0.573, -0.394, 0.311, 0.312, 0.231, 0.183, 0.398, -0.913, 0.773, -0.200, -0.338, -0.428, 0.259, 0.158, 0.247, 0.248, 0.215, 0.356, 0.308, 0.260]
}



Stability summary: most stable #x, least stable #w.